# C4H8BrN

A single C4H8BrN molecule at a distorted geometry (ωB97M-V with the def2-TZVPD basis set, the Open Molecules 2025 dataset).

CARTESIAN COORDINATES (ANGSTROEM)
C: -0.735727 -1.313936 0.003666
H: -1.215774 -1.142874 1.033411
H: -1.535617 -1.487179 -0.748743
H: 0.443198 0.260904 1.955809
H: 0.203716 0.238270 -2.350579
C: 0.339695 -0.177805 -0.193695
H: -0.614685 1.155900 0.868446
Br: 1.756282 -2.060469 -1.818722
H: 1.162100 1.562425 0.982908
H: 0.979491 1.508595 -1.294813
N: 1.641269 -0.459735 -0.778796
C: 0.743058 0.490894 -1.410390
C: 0.434699 0.745500 0.992574
H: -0.178545 -2.170061 0.091631

Forces on the atoms, in the same order (eV/Å):
C -1.078 2.827 1.003
H 0.493 -0.183 -1.611
H 0.732 0.561 0.313
H 0.215 -0.368 0.279
H 0.759 0.033 0.692
C -1.049 -1.109 1.178
H 1.076 0.362 0.758
Br 0.051 0.220 0.260
H -0.037 -0.374 -0.396
H 0.623 1.164 -0.196
N 1.101 -0.683 -0.576
C -1.779 -0.546 -1.943
C -2.234 0.465 0.034
H 1.127 -2.369 0.204

SMILES string: CC1(C)CN1Br
HOMO (eV): -9.29
Strongest force on any atom (eV Å⁻¹): 3.19
Energy relative to the best compared isomer or geometry (same formula, charge and spin) (kcal per mole): 39.16
E (eV): -75807.864
LUMO level (eV): 0.501

# C4H8BrN2

A gas-phase ion, C4H8BrN2 (charge +1) at a distorted geometry (ωB97M-V with the def2-TZVPD basis set, the Open Molecules 2025 dataset).

CARTESIAN COORDINATES (ANGSTROEM)
C: -0.075729 1.097567 -0.568047
H: 1.759829 -1.487587 -1.619531
H: 0.158781 0.562989 2.205801
C: -0.486996 -0.040364 0.350126
N: 0.835184 0.470422 -1.571558
H: 0.362881 -1.947514 0.423690
H: -1.531749 0.835701 1.894505
N: 0.566098 -1.088152 0.030209
C: -0.704918 0.120367 1.752397
H: -1.092377 -0.799411 2.100186
H: 1.345171 0.952541 -2.287988
H: 0.596216 1.782722 0.048856
H: -0.878410 1.437293 -1.135456
Br: -1.988630 -1.133541 -0.458887
C: 1.134647 -0.763032 -1.164303

Forces on the atoms, in the same order (eV/Å):
C 2.799 -0.203 1.011
H 0.622 -0.180 -0.800
H 0.577 -0.238 0.686
C 0.754 -2.894 -3.620
N -0.082 -2.473 1.583
H 0.242 -2.410 0.366
H 0.236 -0.135 0.012
N 0.964 4.708 -2.315
C -1.511 2.002 0.807
H 0.193 -0.945 1.130
H -0.030 0.162 -0.277
H -1.422 -0.157 -0.913
H -1.403 1.555 -0.293
Br -0.741 0.907 0.096
C -1.197 0.300 2.528

SMILES string: C[C@@]1(Br)C[NH+]=CN1
Total charge: +1
HOMO (eV): -14.20
Strongest force on any atom (eV Å⁻¹): 5.33
Energy relative to the best compared isomer or geometry (same formula, charge and spin) (kcal per mole): 27.72
E (eV): -77293.287
LUMO level (eV): -4.100

# C4H8CeO3

A molecular structure, C4H8CeO3 at a distorted geometry (ωB97M-V with the def2-TZVPD basis set, the Open Molecules 2025 dataset).

CARTESIAN COORDINATES (ANGSTROEM)
H: -4.386451 -0.311048 0.674744
Ce: 0.398349 2.521758 1.341621
O: 0.190296 0.333361 2.523771
O: -2.231842 0.832959 -0.161411
C: -1.086950 -1.535249 3.164426
C: -2.324209 -0.408420 0.196289
H: -1.798663 -1.764312 3.969373
H: -0.694478 0.294558 4.295477
H: -1.505376 -1.005174 -0.230773
C: -0.363083 -0.316888 3.439957
C: -3.703794 -0.917213 0.070741
H: -3.688515 -1.963708 0.414660
H: -3.973397 -0.952872 -0.994857
H: -0.431625 -2.389882 2.976479
H: -1.738843 -1.366153 1.998308
O: -1.283800 1.777605 -0.271515

Forces on the atoms, in the same order (eV/Å):
H -0.235 -0.116 -0.413
Ce -1.837 -2.332 -1.243
O 0.886 1.706 -0.831
O -3.570 0.079 2.037
C -1.694 -0.751 -2.540
C 0.536 0.771 -5.185
H 0.168 -0.043 -0.386
H 0.939 -0.635 0.652
H 0.704 -0.392 1.521
C -2.302 2.015 -0.976
C 0.438 -0.642 1.833
H -0.256 0.274 -0.058
H 0.078 0.291 -0.054
H -0.010 -0.167 -0.076
H 2.042 -0.526 3.765
O 4.113 0.467 1.955

Total charge: +3
HOMO (alpha / beta) (eV): -22.82 / -22.85
Strongest force on any atom (eV Å⁻¹): 5.27
Multiplicity: 2
Energy relative to the best compared isomer or geometry (same formula, charge and spin) (kcal per mole): 85.45
⟨S²⟩: 0.75
E (eV): -23310.297
LUMO level (alpha / beta) (eV): -15.373 / -14.840

# C4H8Cl2OSi

A molecular structure, C4H8Cl2OSi at a distorted geometry (ωB97M-V with the def2-TZVPD basis set, the Open Molecules 2025 dataset).

CARTESIAN COORDINATES (ANGSTROEM)
C: 0.236308 -2.697399 1.073276
H: -0.810324 0.149693 2.294356
H: 0.381760 1.922608 -3.066408
C: -0.451712 -1.769520 1.584859
C: -0.052282 -0.307917 1.723007
C: 0.867214 2.200793 -2.066850
Cl: -2.641859 1.604743 -0.038601
Cl: -0.688487 -0.778813 -1.662523
O: -0.007030 2.100457 -0.962870
H: 1.224440 -2.388275 0.581686
H: -1.413686 -1.962846 2.022820
Si: -0.756244 0.822752 -0.388244
H: 0.016418 -3.685007 1.027815
H: 1.300789 3.228878 -2.243899
H: 1.864667 1.664631 -1.949910
H: 0.930029 -0.104776 2.071486

Forces on the atoms, in the same order (eV/Å):
C 5.032 0.453 -2.614
H -0.497 0.885 0.914
H 0.529 0.065 1.590
C -1.836 4.128 1.894
C -1.976 -0.402 -3.195
C 1.955 0.389 -1.992
Cl 0.251 -0.519 -0.004
Cl -0.206 0.293 -0.228
O 1.214 0.957 -0.863
H -1.289 -0.676 0.735
H -0.446 -0.254 0.110
Si 0.124 -2.096 3.079
H -0.913 -2.785 -0.073
H -1.248 -0.546 0.709
H -1.543 -0.170 0.098
H 0.848 0.277 -0.160

HOMO (eV): -8.80
Strongest force on any atom (eV Å⁻¹): 5.69
Energy relative to the best compared isomer or geometry (same formula, charge and spin) (kcal per mole): 36.44
E (eV): -39248.856
LUMO level (eV): 0.441

# C4H8Cl4

2 unconnected molecules or ions with the total composition C4H8Cl4 at a distorted geometry (ωB97M-V with the def2-TZVPD basis set, the Open Molecules 2025 dataset).

CARTESIAN COORDINATES (ANGSTROEM)
C: -1.569254 3.567797 1.071402
H: 0.337656 -3.118313 -0.876178
H: -2.093514 3.780927 3.179232
C: -1.837824 2.972277 2.494542
Cl: 2.111076 -4.678603 -0.310338
C: 1.424806 -3.145983 -0.949948
H: 1.300766 -2.030553 -2.810868
H: -2.290184 4.343937 0.814572
Cl: 1.023076 -4.277033 -3.359078
H: 2.012366 -2.385183 -0.436088
Cl: -1.617894 2.317487 -0.217078
H: -0.567744 3.972557 0.925572
Cl: -0.311624 2.308277 3.207732
C: 1.773926 -2.942343 -2.446368
H: 2.841156 -2.833333 -2.639338
H: -2.536794 2.148087 2.352232

Forces on the atoms, in the same order (eV/Å):
C 0.353 -0.294 0.365
H 0.281 -0.004 0.590
H -0.542 -0.332 -0.151
C 1.237 0.510 -1.421
Cl -0.366 0.185 -0.133
C 1.341 0.264 -1.336
H -0.081 0.013 0.191
H -0.128 -0.218 0.093
Cl 0.288 0.039 -0.379
H -0.777 0.218 0.364
Cl -0.278 -0.073 0.178
H -0.137 0.163 0.612
Cl -0.369 -0.061 -0.279
C -0.625 -0.166 0.679
H -0.064 -0.542 0.028
H -0.133 0.298 0.600

SMILES string: ClCCCl.ClCCCl
HOMO (eV): -10.67
Strongest force on any atom (eV Å⁻¹): 1.95
Energy relative to the best compared isomer or geometry (same formula, charge and spin) (kcal per mole): 12.05
E (eV): -54367.455
LUMO level (eV): 0.568

# C4H8ClF2N5O

A gas-phase ion, C4H8ClF2N5O (charge +2) at a distorted geometry (ωB97M-V with the def2-TZVPD basis set, the Open Molecules 2025 dataset).

CARTESIAN COORDINATES (ANGSTROEM)
N: -1.624635 -2.136944 0.690269
O: 1.715079 0.904898 0.071557
N: -0.302164 -0.252671 0.751719
C: 2.394293 -0.254784 0.050241
N: 0.092870 2.108702 1.139141
H: 0.238888 2.035061 -1.655812
H: -0.007919 -0.499179 1.777748
N: -1.546908 -0.702070 -1.152236
Cl: 4.086474 0.198285 -0.137533
H: -2.124654 -2.937452 0.254883
C: 0.329555 1.023463 0.310629
F: 2.215853 -0.984687 1.274237
F: 1.954405 -1.080638 -0.848592
C: -1.045074 -1.115169 0.063059
H: 0.474121 2.985715 0.884969
H: -1.472065 0.642043 -2.855305
C: -1.111204 0.415250 -1.803969
H: -2.461920 -1.155179 -1.427741
N: -0.195102 1.218923 -1.194768
H: -1.496471 -2.331253 1.726188
H: -0.113432 1.917689 2.081309

Forces on the atoms, in the same order (eV/Å):
N 0.267 -1.163 0.905
O -0.823 0.841 0.463
N 1.451 0.451 2.633
C 2.050 -0.719 2.427
N -1.102 -1.824 -1.823
H -0.532 -0.623 -0.115
H -0.588 0.232 -2.636
N -0.946 -0.490 -1.013
Cl -0.763 -0.620 0.036
H 0.522 1.083 -0.151
C -0.052 -0.705 -1.670
F 0.179 1.375 -1.391
F -0.562 -0.860 -1.448
C -1.717 1.032 1.909
H 0.621 0.765 0.024
H 0.362 -0.292 1.450
C 2.391 1.986 1.104
H 1.557 0.662 -0.076
N -2.195 -1.828 -0.048
H 0.192 0.615 -1.767
H -0.310 0.081 1.186

SMILES string: N[C@]1(OC(F)(F)Cl)NC=[NH+]C(=[NH2+])N1
Total charge: +2
HOMO (eV): -18.06
Strongest force on any atom (eV Å⁻¹): 3.30
Energy relative to the best compared isomer or geometry (same formula, charge and spin) (kcal per mole): 29.11
E (eV): -31715.545
LUMO level (eV): -9.320